128
Properties=species:S:1:pos:R:3:forces:R:3:lowdin_charge:R:1 method="wB97M-V/def2-TZVPD" total_charge=+1 relative_energy_kcal_mol=16.3 fmax_ev_per_a=0.430 orbital_gap_ha="0.234 / 0.244" energy_ev=-229905.0151 multiplicity=2
Sn 0.0338 -1.0418 -1.8995 -0.13 0.23 0.01 0.922
O 0.8617 -2.3975 1.0060 -0.17 0.21 0.20 -0.539
S 0.1170 -1.1175 1.2694 0.17 -0.28 -0.28 0.843
C -1.0893 -1.4644 2.5222 -0.07 0.12 -0.04 -0.318
C -0.5712 -1.8942 3.7241 -0.06 -0.03 0.03 -0.054
C -1.3697 -2.1411 4.8511 0.06 0.04 0.02 0.010
C -2.7118 -1.9155 4.7359 -0.04 -0.05 -0.01 -0.136
C -3.8178 -2.0632 5.7495 -0.01 0.04 -0.01 -0.089
C -5.1237 -1.8148 4.9521 0.03 0.03 -0.01 -0.089
C -4.6631 -1.5438 3.5420 0.02 0.00 0.03 -0.143
C -5.3670 -1.3786 2.3874 0.00 0.00 -0.01 0.012
C -4.6418 -1.2385 1.1907 -0.05 -0.02 -0.01 -0.077
C -3.2632 -1.1916 1.1072 0.07 0.15 -0.06 -0.277
P -2.6334 -1.2336 -0.6275 -0.04 -0.30 0.09 1.001
C -3.3054 -2.8773 -1.0981 0.08 0.06 0.03 -0.361
C -2.8308 -3.9496 -0.3396 0.03 0.04 0.00 -0.125
C -3.2723 -5.2358 -0.5859 -0.06 -0.02 -0.01 -0.096
C -4.1924 -5.4733 -1.5994 0.04 0.03 0.03 -0.069
C -4.6607 -4.4171 -2.3609 0.02 0.01 0.00 -0.067
C -4.2190 -3.1217 -2.1152 -0.10 0.05 0.06 -0.076
C -3.6312 -0.0161 -1.5413 0.12 0.01 -0.04 -0.369
C -3.5407 -0.0573 -2.9353 -0.02 -0.04 -0.02 -0.142
C -4.3082 0.7882 -3.7195 -0.10 -0.13 0.03 -0.104
C -5.1452 1.7174 -3.1201 -0.08 -0.07 0.04 -0.081
C -5.1871 1.8123 -1.7372 0.04 0.03 -0.04 -0.063
C -4.4334 0.9545 -0.9495 0.04 0.05 0.00 -0.091
C -2.5002 -1.3450 2.3095 0.05 -0.17 -0.02 -0.130
C -3.2547 -1.5543 3.4850 -0.02 -0.04 0.03 -0.078
C 1.2547 -0.0673 2.1608 -0.03 -0.11 -0.01 -0.313
C 0.7950 0.7395 3.1739 0.03 0.00 0.14 -0.094
C 1.6496 1.5271 3.9689 0.01 -0.05 0.03 0.005
C 2.9919 1.4283 3.7457 0.01 -0.07 0.06 -0.167
C 4.1599 2.0568 4.4651 0.00 -0.04 -0.01 -0.097
C 5.4112 1.5782 3.6833 -0.04 0.00 -0.02 -0.086
C 4.8682 0.6709 2.6084 -0.02 0.02 0.03 -0.143
C 5.4976 -0.0445 1.6356 -0.03 0.01 -0.02 0.014
C 4.6966 -0.7244 0.6976 0.06 0.02 -0.01 -0.049
C 3.3171 -0.7557 0.7250 -0.04 0.04 -0.08 -0.253
P 2.5698 -1.4955 -0.7843 0.03 -0.21 0.10 0.978
C 2.9875 -3.2556 -0.7456 0.01 0.00 -0.10 -0.369
C 3.3046 -3.9015 0.4442 0.04 -0.01 0.01 -0.079
C 3.6414 -5.2466 0.4330 -0.02 0.03 0.00 -0.060
C 3.6600 -5.9511 -0.7612 0.01 0.00 -0.03 -0.077
C 3.3249 -5.3159 -1.9484 0.03 -0.01 0.03 -0.105
C 2.9814 -3.9751 -1.9406 0.07 0.03 0.02 -0.153
C 3.6578 -0.8135 -2.0896 -0.02 0.01 -0.01 -0.372
C 4.7229 -1.5032 -2.6691 -0.03 0.00 0.00 -0.090
C 5.5399 -0.8774 -3.5973 0.01 0.00 -0.02 -0.061
C 5.3142 0.4450 -3.9503 0.01 0.01 0.00 -0.066
C 4.2646 1.1425 -3.3730 -0.04 -0.04 0.02 -0.068
C 3.4348 0.5121 -2.4584 -0.01 0.03 0.04 -0.109
C 2.6402 -0.1067 1.8078 -0.02 0.04 -0.01 -0.116
C 3.4617 0.6257 2.6859 0.06 -0.02 0.07 -0.092
H 0.5002 -2.0299 3.8001 0.02 0.01 0.01 0.127
H -0.9178 -2.4776 5.7743 0.01 -0.01 0.01 0.124
H -3.6946 -1.3390 6.5563 0.01 -0.02 0.01 0.124
H -3.7975 -3.0520 6.2081 0.00 -0.01 -0.01 0.125
H -5.6815 -0.9638 5.3449 -0.01 -0.01 0.01 0.124
H -5.7924 -2.6748 4.9875 0.00 0.00 -0.01 0.125
H -6.4476 -1.4113 2.3614 -0.03 0.02 -0.01 0.123
H -5.2108 -1.2061 0.2689 0.00 0.00 0.03 0.112
H -2.0949 -3.7847 0.4411 0.02 0.02 0.02 0.110
H -2.8847 -6.0568 0.0006 0.01 -0.01 0.02 0.105
H -4.5338 -6.4799 -1.7956 -0.01 -0.03 -0.01 0.109
H -5.3774 -4.5932 -3.1514 -0.02 0.00 -0.02 0.108
H -4.6250 -2.3140 -2.7053 0.02 0.09 -0.04 0.093
H -2.8747 -0.7667 -3.4170 -0.05 -0.05 -0.01 0.095
H -4.2450 0.7276 -4.7977 -0.01 -0.01 0.00 0.116
H -5.7513 2.3742 -3.7297 0.00 0.02 -0.01 0.114
H -5.8084 2.5591 -1.2622 -0.03 0.02 0.02 0.111
H -4.4752 1.0491 0.1259 0.02 0.03 0.04 0.095
H -0.2637 0.7516 3.4006 0.06 -0.03 0.03 0.105
H 1.2369 2.1447 4.7553 -0.01 0.02 0.01 0.127
H 4.1846 1.7328 5.5064 0.00 0.00 0.00 0.125
H 4.0761 3.1443 4.4770 0.01 0.01 0.04 0.115
H 6.1213 1.0542 4.3231 0.00 -0.01 0.02 0.123
H 5.9481 2.4160 3.2361 0.01 0.01 -0.01 0.122
H 6.5742 -0.0628 1.5370 0.03 -0.01 -0.01 0.123
H 5.2070 -1.2240 -0.1166 0.00 0.00 0.03 0.108
H 3.2814 -3.3556 1.3773 0.01 0.01 0.00 0.104
H 3.8877 -5.7447 1.3607 0.01 -0.01 0.02 0.108
H 3.9228 -7.0003 -0.7659 0.00 -0.01 0.00 0.109
H 3.3139 -5.8679 -2.8780 0.00 0.00 -0.01 0.111
H 2.7175 -3.4870 -2.8720 -0.01 -0.02 0.01 0.113
H 4.9240 -2.5286 -2.3926 0.02 0.00 0.01 0.102
H 6.3624 -1.4232 -4.0399 0.01 -0.01 0.00 0.111
H 5.9602 0.9306 -4.6688 0.01 0.02 -0.02 0.109
H 4.0933 2.1778 -3.6276 -0.04 0.08 -0.03 0.097
H 2.6326 1.0754 -1.9924 -0.04 0.02 0.01 0.057
C 0.9632 2.8287 -4.7446 0.01 0.00 0.04 -0.250
Ge -0.3545 3.5257 -3.4723 -0.04 -0.24 -0.01 0.663
C -2.1094 2.9868 -4.1384 0.09 0.04 0.03 -0.248
C -0.2833 5.4786 -3.3761 0.02 -0.01 0.06 -0.236
Ge 0.0153 2.4971 -1.2664 -0.01 0.42 -0.03 0.898
C 1.6516 3.2576 -0.4913 0.06 -0.17 -0.04 -0.364
C 2.5524 3.9127 -1.3350 0.07 -0.05 0.03 -0.144
C 3.7367 4.4467 -0.8475 -0.01 -0.01 -0.02 -0.075
C 4.0444 4.3284 0.4995 0.00 -0.01 0.02 -0.069
C 3.1611 3.6813 1.3519 -0.01 0.04 -0.03 -0.066
C 1.9798 3.1443 0.8610 -0.11 0.10 0.00 -0.096
C -1.4528 2.8497 -0.0131 0.04 -0.20 0.10 -0.359
C -1.5449 2.1394 1.1864 -0.02 -0.01 -0.10 -0.138
C -2.5297 2.4270 2.1201 -0.01 0.00 -0.04 -0.081
C -3.4438 3.4409 1.8659 -0.02 -0.03 0.01 -0.081
C -3.3740 4.1478 0.6741 -0.04 -0.02 -0.05 -0.081
C -2.3943 3.8468 -0.2630 0.04 0.01 0.03 -0.119
H 0.5786 2.9492 -5.7576 0.00 0.01 -0.02 0.024
H 1.1316 1.7666 -4.5643 0.02 -0.03 -0.04 0.007
H 1.9199 3.3438 -4.6824 0.05 0.03 0.02 0.007
H -2.3480 3.5715 -5.0279 0.00 0.02 -0.03 0.033
H -2.8979 3.1328 -3.4013 0.06 0.01 -0.02 0.004
H -2.0905 1.9324 -4.4135 0.02 0.08 0.01 0.010
H -0.7295 5.8769 -4.2875 0.01 0.05 -0.02 0.024
H 0.7388 5.8428 -3.2955 0.04 0.01 0.01 0.015
H -0.8456 5.8495 -2.5208 -0.02 0.04 0.00 0.011
H 2.3323 4.0146 -2.3909 -0.02 0.00 -0.06 0.064
H 4.4158 4.9597 -1.5161 0.01 0.00 -0.02 0.107
H 4.9656 4.7449 0.8847 0.02 0.02 0.01 0.106
H 3.3904 3.6021 2.4072 -0.02 0.05 -0.07 0.089
H 1.2949 2.6598 1.5482 0.05 0.04 -0.06 0.079
H -0.8242 1.3555 1.3971 -0.14 0.15 -0.10 0.039
H -2.5840 1.8661 3.0456 -0.01 -0.03 0.03 0.103
H -4.2078 3.6792 2.5940 -0.01 0.00 0.01 0.106
H -4.0864 4.9374 0.4727 -0.01 0.02 0.00 0.108
H -2.3566 4.4134 -1.1860 -0.02 0.01 -0.03 0.081
S -0.0215 -5.8433 -1.7152 -0.05 0.08 -0.01 0.713
C -0.1039 -4.2718 -1.8952 -0.05 0.00 -0.04 -0.918
N -0.1849 -3.0970 -2.0567 0.12 -0.18 0.03 -0.168